(1)
Formula: C27H58Cl2NO16P3
Source: the Open Molecules 2025 dataset
Level of theory: ωB97M-V/def2-TZVPD

Computed properties:
Max |F| = 0.0888 Eh/bohr
Frontier orbital gap = 10.35 eV
Spin multiplicity = 1
SMILES = CC(=O)N(C(C)=O)[C@](Cl)(CCCCl)OC=O.CCOP(=O)(OCC)OCC.CCOP(=O)(OCC)OCC.CCOP(=O)(OCC)OCC

```
107
C27H58Cl2NO16P3, DFT ωB97M-V/def2-TZVPD
C -2.11 -5.99 5.42
C -0.82 -6.07 4.65
O -0.45 -7.07 4.14
N -0.10 -4.78 4.55
C -0.02 -4.36 3.14
C -0.34 -2.90 2.87
O 0.24 -5.10 2.26
C 1.19 -4.76 5.24
Cl 1.01 -5.81 6.70
C 1.46 -3.31 5.66
C 2.80 -2.99 6.33
C 2.91 -3.36 7.81
Cl 4.36 -2.55 8.50
O 2.19 -5.27 4.37
C 3.24 -5.97 4.89
O 3.71 -6.89 4.31
H -2.65 -6.93 5.28
H -1.92 -5.84 6.49
H -2.73 -5.17 5.06
H -1.08 -2.83 2.08
H -0.78 -2.47 3.77
H 0.59 -2.40 2.59
H 0.62 -2.98 6.27
H 1.43 -2.72 4.74
H 3.65 -3.41 5.79
H 2.93 -1.91 6.27
H 3.05 -4.42 8.00
H 2.05 -3.01 8.38
H 3.67 -5.63 5.83
O -0.43 -1.66 -0.65
P 0.17 -1.72 -1.98
O 1.71 -1.29 -1.92
C 2.55 -1.82 -0.88
C 2.92 -3.27 -1.12
O -0.40 -0.44 -2.79
C -1.59 0.23 -2.37
C -1.25 1.53 -1.66
O 0.10 -2.75 -3.16
C 0.69 -2.46 -4.45
C 1.96 -3.24 -4.66
H 2.05 -1.71 0.08
H 3.44 -1.20 -0.86
H 2.03 -3.90 -1.24
H 3.49 -3.66 -0.27
H 3.52 -3.38 -2.02
H -2.20 -0.41 -1.73
H -2.17 0.45 -3.26
H -0.52 1.35 -0.87
H -2.14 1.99 -1.24
H -0.80 2.23 -2.36
H 0.86 -1.39 -4.57
H -0.06 -2.75 -5.18
H 2.79 -2.80 -4.11
H 2.23 -3.23 -5.72
H 1.85 -4.27 -4.33
O 1.62 0.63 4.48
P 1.98 2.00 4.11
O 1.94 2.19 2.52
C 0.82 1.68 1.79
C -0.43 2.51 1.96
O 3.59 2.10 4.33
C 4.27 1.15 5.15
C 4.99 0.14 4.28
O 1.61 3.41 4.68
C 2.27 4.60 4.21
C 1.36 5.41 3.31
H 0.63 0.64 2.08
H 1.13 1.67 0.74
H -0.69 2.62 3.02
H -1.27 2.05 1.44
H -0.29 3.52 1.56
H 3.58 0.66 5.83
H 4.99 1.70 5.76
H 4.32 -0.29 3.54
H 5.41 -0.67 4.89
H 5.80 0.62 3.73
H 3.20 4.37 3.71
H 2.51 5.17 5.11
H 1.30 4.97 2.32
H 1.75 6.42 3.21
H 0.35 5.46 3.72
O -2.56 3.68 -8.46
P -3.39 4.05 -7.32
O -4.52 2.94 -7.05
C -4.15 1.56 -7.06
C -3.39 1.16 -5.81
O -4.34 5.26 -7.84
C -4.01 6.01 -9.01
C -4.86 5.58 -10.19
O -3.09 4.64 -5.90
C -4.15 5.07 -5.02
C -4.37 4.09 -3.89
H -3.56 1.34 -7.95
H -5.08 0.99 -7.13
H -2.51 1.79 -5.66
H -3.06 0.12 -5.88
H -4.01 1.26 -4.92
H -2.95 5.92 -9.24
H -4.21 7.06 -8.77
H -4.81 4.50 -10.33
H -4.53 6.07 -11.10
H -5.90 5.84 -10.02
H -5.08 5.24 -5.57
H -3.83 6.03 -4.63
H -4.91 3.21 -4.23
H -4.95 4.56 -3.10
H -3.41 3.76 -3.48
```


(2)
Formula: C37H29ClNO2PPd
Source: the Open Molecules 2025 dataset
Level of theory: ωB97M-V/def2-TZVPD

Computed properties:
Max |F| = 0.0067 Eh/bohr
Frontier orbital gap = 4.98 eV
Net charge = -2
Spin multiplicity = 1
Energy above the lowest of the compared OMol25 structures with the same formula, charge and spin = 8.2 kJ/mol

```
72
C37H29ClNO2PPd, DFT ωB97M-V/def2-TZVPD
Pd -0.45 0.86 -0.37
Cl -1.68 -2.05 -1.36
C -0.16 -2.89 -1.32
C -0.20 -4.26 -1.17
C 0.98 -4.98 -1.11
C 2.19 -4.32 -1.22
C 2.21 -2.94 -1.37
C 1.04 -2.18 -1.42
P 1.01 -0.32 -1.49
C 2.81 -0.03 -1.15
C 3.23 -0.25 0.17
C 4.53 0.02 0.56
C 5.45 0.54 -0.36
C 5.04 0.78 -1.66
C 3.73 0.49 -2.05
C 1.01 -0.14 -3.34
C 1.56 -1.04 -4.24
C 1.53 -0.79 -5.61
C 0.94 0.37 -6.09
C 0.37 1.27 -5.20
C 0.40 1.01 -3.84
H -1.16 -4.76 -1.07
H 0.95 -6.06 -0.98
H 3.12 -4.87 -1.18
H 3.17 -2.44 -1.44
H 2.52 -0.64 0.88
H 4.84 -0.16 1.58
H 6.46 0.77 -0.05
H 5.73 1.20 -2.38
H 3.43 0.69 -3.07
H 2.03 -1.95 -3.88
H 1.97 -1.51 -6.29
H 0.92 0.56 -7.16
H -0.10 2.17 -5.57
H -0.07 1.69 -3.13
N -6.67 7.96 -3.90
C -5.96 7.16 -3.48
C -5.07 6.17 -2.96
C -5.37 4.81 -3.09
C -4.52 3.86 -2.59
C -3.31 4.21 -1.93
C -3.03 5.59 -1.81
C -3.89 6.55 -2.31
C -2.44 3.24 -1.42
C -1.67 2.38 -0.97
H -6.28 4.51 -3.59
H -4.75 2.80 -2.69
H -2.12 5.89 -1.31
H -3.65 7.60 -2.20
C -1.14 -2.39 7.92
C -0.84 -2.01 6.49
C -0.18 -0.82 6.19
C 0.12 -0.46 4.88
C 0.81 0.84 4.57
C -0.23 -1.33 3.84
C -0.89 -2.53 4.12
C -1.26 -3.45 2.99
C -1.19 -2.84 5.44
C 0.10 -0.96 2.40
O 0.94 -1.69 1.83
O -0.51 0.03 1.94
H -1.08 -1.52 8.58
H -0.45 -3.14 8.29
H -2.15 -2.80 8.01
H 0.10 -0.15 7.00
H 1.06 1.38 5.48
H 0.17 1.46 3.94
H 1.73 0.67 4.00
H -1.82 -2.92 2.22
H -1.86 -4.29 3.36
H -0.36 -3.84 2.51
H -1.72 -3.77 5.65
```


(3)
Formula: CHF2IS
Source: the Open Molecules 2025 dataset
Level of theory: ωB97M-V/def2-TZVPD

Computed properties:
Max |F| = 0.0568 Eh/bohr
Frontier orbital gap = 9.38 eV
Spin multiplicity = 1
Energy above the lowest of the compared OMol25 structures with the same formula, charge and spin = 87.6 kJ/mol

```
6
CHF2IS, DFT ωB97M-V/def2-TZVPD
C 0.07 -0.27 -0.17
F -0.20 -0.55 -1.43
F -1.59 1.40 0.45
S 0.05 1.40 0.45
I 2.17 -0.87 0.40
H -0.50 -1.11 0.30
```


(4)
Formula: C5H14NO2
Source: the Open Molecules 2025 dataset
Level of theory: ωB97M-V/def2-TZVPD

Computed properties:
Max |F| = 0.0573 Eh/bohr
Frontier orbital gap = 9.81 eV
Net charge = +1
Spin multiplicity = 1
Energy above the lowest of the compared OMol25 structures with the same formula, charge and spin = 216.8 kJ/mol

```
22
C5H14NO2, DFT ωB97M-V/def2-TZVPD
C 1.56 -0.02 -1.73
O 0.15 -0.34 -1.88
C 1.83 -0.17 -0.23
C 1.30 1.02 0.58
C -0.26 1.18 0.70
C -1.54 -0.19 2.17
N -0.88 -0.09 1.09
H 2.18 -0.57 -2.42
H 1.46 1.08 -1.87
H -0.22 -0.61 -2.72
H 2.92 -0.20 -0.02
H 1.45 -1.12 0.09
H 1.69 1.01 1.58
H 1.67 1.97 0.16
H -0.70 1.99 1.29
H -0.58 1.48 -0.33
H -1.94 -1.18 2.36
H -1.60 0.57 2.97
H -0.72 -0.89 0.45
H -1.97 -1.49 -1.19
H -3.34 -1.82 -0.71
O -2.46 -1.61 -0.35
```


(5)
Formula: C9H12N4O
Source: the Open Molecules 2025 dataset
Level of theory: ωB97M-V/def2-TZVPD

Computed properties:
Max |F| = 0.1158 Eh/bohr
Frontier orbital gap = 8.71 eV
Spin multiplicity = 1
Energy above the lowest of the compared OMol25 structures with the same formula, charge and spin = 438.4 kJ/mol

```
26
C9H12N4O, DFT ωB97M-V/def2-TZVPD
C -0.64 -3.28 0.87
C -1.91 1.43 -2.32
C -0.90 -2.26 0.05
C -1.51 0.64 -1.24
C 1.16 -2.25 0.63
C 0.15 1.03 -2.54
C 0.35 2.18 1.01
C 1.31 0.99 1.28
C 0.74 -0.53 -0.85
N 0.70 -3.30 1.24
N -0.78 1.74 -3.04
N 0.27 -1.52 -0.08
N -0.25 0.26 -1.52
O 0.86 0.01 2.19
H -1.20 -4.19 1.17
H -2.83 2.03 -2.42
H -1.87 -1.91 -0.38
H -2.10 0.47 -0.33
H 2.19 -1.90 0.83
H 1.24 1.05 -2.75
H 0.20 2.69 1.97
H 0.68 2.92 0.33
H 2.31 1.43 1.63
H 1.39 0.42 0.46
H -0.52 1.67 0.58
H 0.96 0.16 3.21
```


(6)
Formula: C25H32ClN4Pt
Source: the Open Molecules 2025 dataset
Level of theory: ωB97M-V/def2-TZVPD

Computed properties:
Max |F| = 0.0215 Eh/bohr
Frontier orbital gap = 7.22 eV
Net charge = -1
Spin multiplicity = 1
Energy above the lowest of the compared OMol25 structures with the same formula, charge and spin = 9.1 kJ/mol

```
63
C25H32ClN4Pt, DFT ωB97M-V/def2-TZVPD
Pt -0.35 -0.07 -1.40
C -3.28 -2.41 -0.53
N -1.85 -2.71 -0.57
C -1.57 -3.89 -1.37
C -1.25 -2.68 0.71
C -0.97 -3.85 1.41
C -0.38 -3.82 2.67
C -0.05 -2.59 3.22
C -0.33 -1.42 2.54
C -0.95 -1.42 1.28
N -1.18 -0.21 0.58
C -1.72 0.86 1.28
C -2.46 0.67 2.47
C -3.00 1.73 3.19
C -2.84 3.04 2.76
C -2.16 3.25 1.57
C -1.62 2.21 0.83
N -0.99 2.51 -0.43
C -1.97 2.82 -1.46
C 0.04 3.53 -0.35
H -3.85 -3.26 -0.12
H -3.45 -1.53 0.09
H -3.63 -2.20 -1.55
H -2.16 -4.77 -1.07
H -1.81 -3.66 -2.41
H -0.51 -4.13 -1.30
H -1.21 -4.80 0.96
H -0.18 -4.74 3.20
H 0.45 -2.55 4.19
H -0.02 -0.47 2.96
H -2.61 -0.34 2.83
H -3.55 1.52 4.11
H -3.27 3.87 3.32
H -2.06 4.27 1.20
H -2.46 3.79 -1.27
H -1.49 2.84 -2.44
H -2.74 2.05 -1.48
H -0.37 4.53 -0.11
H 0.77 3.26 0.41
H 0.55 3.60 -1.32
C 2.33 -1.68 0.15
N 2.92 -0.46 0.71
C 4.36 -0.45 0.54
C 2.25 0.77 0.24
C 2.34 1.08 -1.25
C 3.47 1.74 -1.74
C 3.64 1.97 -3.10
C 2.66 1.52 -3.99
C 1.53 0.87 -3.51
C 1.34 0.65 -2.14
H 2.86 -2.55 0.55
H 2.37 -1.72 -0.95
H 1.28 -1.75 0.45
H 4.78 -1.34 1.00
H 4.78 0.43 1.03
H 4.68 -0.44 -0.52
H 2.68 1.60 0.81
H 1.20 0.67 0.52
H 4.22 2.09 -1.04
H 4.51 2.50 -3.46
H 2.78 1.67 -5.05
H 0.78 0.53 -4.20
Cl -1.31 -0.53 -3.61
```


(7)
Formula: C5H9N2O5P
Source: the Open Molecules 2025 dataset
Level of theory: ωB97M-V/def2-TZVPD

Computed properties:
Max |F| = 0.0737 Eh/bohr
Frontier orbital gap (alpha / beta) = 6.19 / 6.47 eV
Net charge = -2
Spin multiplicity = 1
Energy above the lowest of the compared OMol25 structures with the same formula, charge and spin = 347.9 kJ/mol

```
22
C5H9N2O5P, DFT ωB97M-V/def2-TZVPD
C 1.26 1.75 -0.26
C -0.97 -1.11 0.58
C -1.30 -1.03 -1.06
C 0.77 0.36 0.19
C -1.43 1.27 0.87
N -0.43 0.19 0.82
N -1.65 0.22 -1.51
O 2.31 1.73 -0.93
O 1.71 -1.47 1.77
O 1.39 -2.21 -0.67
O 0.71 2.78 0.14
O 3.29 -0.56 -0.09
P 1.77 -1.15 0.30
H -1.95 -1.29 1.12
H -0.33 -1.92 0.74
H -0.31 -1.32 -1.51
H -1.97 -1.78 -1.30
H -2.09 1.00 1.76
H -1.06 2.34 1.17
H -1.89 1.02 -0.19
H -0.76 0.78 -1.50
H 2.91 0.39 -0.44
```


(8)
Formula: C5H9NO
Source: the Open Molecules 2025 dataset
Level of theory: ωB97M-V/def2-TZVPD

Computed properties:
Max |F| = 0.0280 Eh/bohr
Frontier orbital gap = 11.43 eV
Spin multiplicity = 1
SMILES = C[C@H](C#N)CCO
Energy above the lowest of the compared OMol25 structures with the same formula, charge and spin = 120.9 kJ/mol

```
16
C5H9NO, DFT ωB97M-V/def2-TZVPD
C -2.01 -0.28 -0.38
C -0.55 -0.41 0.05
C 0.17 0.93 0.19
C 1.66 0.65 -0.05
O 1.78 -0.17 -1.17
C -0.37 -1.23 1.27
N -0.19 -1.88 2.21
H -2.01 0.24 -1.35
H -2.60 0.30 0.33
H -2.44 -1.28 -0.50
H 0.00 -0.91 -0.71
H -0.22 1.62 -0.57
H -0.01 1.43 1.16
H 2.05 0.15 0.86
H 2.19 1.59 -0.22
H 2.55 -0.74 -1.10
```


(9)
Formula: C5H16N2O
Source: the Open Molecules 2025 dataset
Level of theory: ωB97M-V/def2-TZVPD

Computed properties:
Max |F| = 0.1153 Eh/bohr
Frontier orbital gap = 9.55 eV
Spin multiplicity = 1
SMILES = CNCC[C@H](C)N.O
Energy above the lowest of the compared OMol25 structures with the same formula, charge and spin = 296.5 kJ/mol

```
24
C5H16N2O, DFT ωB97M-V/def2-TZVPD
C -2.40 0.05 -1.69
C -1.71 0.96 -0.72
C -0.68 0.20 0.11
C -1.04 0.39 1.57
C 0.41 -1.23 2.70
N 0.23 0.26 2.44
N -0.98 2.15 -1.40
H -1.75 -0.39 -2.46
H -2.98 0.70 -2.33
H -2.96 -0.78 -1.21
H -2.47 1.43 0.07
H -0.92 -0.93 -0.07
H 0.34 0.20 -0.32
H -1.29 1.49 1.74
H -1.99 -0.16 1.92
H 1.11 -1.82 2.07
H 0.45 -1.65 3.84
H -0.64 -1.73 2.52
H 1.04 0.51 1.86
H -0.26 1.84 -1.98
H -1.49 2.72 -1.91
H 6.68 -2.16 -2.47
H 6.33 -0.79 -1.86
O 6.98 -1.24 -2.42
```


(10)
Formula: CH27CuO16
Source: the Open Molecules 2025 dataset
Level of theory: ωB97M-V/def2-TZVPD

Computed properties:
Max |F| = 0.0911 Eh/bohr
Frontier orbital gap = 8.25 eV
Spin multiplicity = 1

```
45
CH27CuO16, DFT ωB97M-V/def2-TZVPD
Cu 0.76 1.18 2.25
C 0.33 -0.23 0.28
O 1.35 0.25 0.76
O -0.70 -0.10 1.15
O 0.04 -0.56 -0.86
H -1.52 -0.22 0.64
O 0.80 3.55 0.21
H 0.74 3.13 1.05
H -0.09 3.64 -0.05
O 3.59 -0.47 2.13
H 4.29 -0.01 2.61
H 3.34 0.18 1.44
O -2.79 2.23 0.55
H -2.63 3.07 0.07
H -3.07 1.56 -0.13
O 0.73 -0.18 -4.24
H 0.09 0.19 -3.67
H 0.25 -0.88 -4.66
O -2.33 -2.91 -1.25
H -2.24 -3.60 -0.60
H -1.46 -2.92 -1.65
O 1.53 -2.74 1.46
H 1.85 -1.84 1.56
H 0.68 -2.91 1.97
O 0.18 -2.99 -2.36
H 0.78 -3.18 -1.64
H 0.12 -2.09 -2.16
O 2.15 2.56 2.49
H 2.57 2.57 1.70
H 2.76 2.17 3.06
O -1.33 0.86 -2.44
H -1.25 1.81 -2.42
H -0.75 0.54 -1.77
O -1.25 -2.56 2.40
H -0.76 -2.65 3.21
H -0.83 -1.85 1.92
O -3.29 -0.39 -0.90
H -2.73 -0.13 -1.66
H -3.22 -1.29 -1.02
O -0.68 2.37 2.46
H -1.31 2.02 1.84
H -0.71 3.30 2.69
O 2.43 -0.11 -2.16
H 1.77 -0.20 -2.81
H 1.84 -0.20 -1.46
```


(11)
Formula: C29H49BN7NiO2
Source: the Open Molecules 2025 dataset
Level of theory: ωB97M-V/def2-TZVPD

Computed properties:
Max |F| = 0.0092 Eh/bohr
Frontier orbital gap (alpha / beta) = 9.51 / 8.28 eV
Net charge = +1
Spin multiplicity = 3
Energy above the lowest of the compared OMol25 structures with the same formula, charge and spin = 0.8 kJ/mol

```
89
C29H49BN7NiO2, DFT ωB97M-V/def2-TZVPD
Ni -0.40 -0.46 0.41
C 3.77 2.66 0.89
C 2.33 2.36 1.11
C 1.31 3.19 1.53
C 0.16 2.39 1.60
N 0.48 1.15 1.22
N 1.81 1.13 0.93
B 2.46 -0.21 0.54
N 2.02 -0.61 -0.90
N 0.79 -1.16 -1.06
C 0.71 -1.62 -2.30
C 1.90 -1.32 -2.98
C 2.70 -0.69 -2.05
C 4.10 -0.19 -2.19
C -0.42 -2.53 -2.75
C 0.23 -3.86 -3.18
C -1.38 -2.82 -1.60
C -1.18 -1.95 -3.94
N 1.97 -1.30 1.53
N 0.65 -1.58 1.69
C 0.53 -2.47 2.67
C 1.81 -2.78 3.15
C 2.69 -2.02 2.41
C 4.18 -1.95 2.50
C -0.80 -2.99 3.14
C -0.59 -4.02 4.25
C -1.64 -1.83 3.69
C -1.56 -3.65 1.99
C -1.19 2.81 2.12
C -0.99 3.39 3.53
C -2.17 1.64 2.24
C -1.78 3.90 1.22
H 3.97 3.69 1.18
H 4.04 2.55 -0.16
H 4.41 2.00 1.46
H 1.40 4.23 1.79
H 3.65 -0.12 0.58
H 2.16 -1.58 -3.98
H 4.47 -0.41 -3.19
H 4.77 -0.65 -1.46
H 4.14 0.89 -2.05
H 0.86 -4.26 -2.39
H 0.84 -3.73 -4.07
H -0.54 -4.59 -3.40
H -0.88 -3.36 -0.80
H -2.20 -3.44 -1.96
H -1.83 -1.91 -1.20
H -0.51 -1.57 -4.71
H -1.83 -1.13 -3.61
H -1.81 -2.72 -4.39
H 2.06 -3.47 3.94
H 4.52 -2.65 3.26
H 4.51 -0.95 2.78
H 4.65 -2.20 1.55
H -0.08 -3.58 5.11
H 0.01 -4.86 3.90
H -1.55 -4.40 4.59
H -1.12 -1.31 4.49
H -2.59 -2.20 4.07
H -1.86 -1.10 2.91
H -0.99 -4.48 1.56
H -1.78 -2.94 1.19
H -2.51 -4.04 2.35
H -0.51 2.66 4.19
H -1.95 3.66 3.97
H -0.37 4.29 3.50
H -1.88 0.97 3.04
H -2.26 1.07 1.31
H -3.17 2.01 2.46
H -1.08 4.71 1.06
H -2.68 4.31 1.68
H -2.06 3.50 0.24
O -1.69 0.49 -0.84
C -1.36 1.51 -1.46
O -0.13 1.92 -1.50
C -2.36 2.37 -2.21
N -1.69 3.63 -2.55
C -1.67 3.77 -4.02
C -2.82 2.90 -4.52
C -2.80 1.72 -3.54
H -3.21 2.51 -1.54
H -0.23 2.84 -1.90
H -2.15 4.42 -2.12
H -0.72 3.39 -4.41
H -1.74 4.82 -4.30
H -2.69 2.58 -5.55
H -3.77 3.44 -4.45
H -2.08 0.97 -3.87
H -3.77 1.24 -3.44
```


Which value of max |F| does entry 11 give?
0.0092 Eh/bohr